Entry 1:
Density functional theory data (ωB97M-V/def2-TZVPD) for C18H24FN3O2S2 in the gas phase.

Calculated values
- max |F| (eV Å⁻¹) = 0.9
- energy (eV) = -52008.1327

The geometry in ORCA input format:
```
! RIJCOSX wB97M-V def2-TZVPD def2/J DEFGRID3
* xyz 0 1
C -3.292 1.462 2.005
H -4.132 1.535 1.322
H -3.571 0.812 2.831
H -3.081 2.453 2.399
C -2.048 0.907 1.306
N -2.191 -0.512 1.048
S -1.042 -1.551 1.657
O -0.823 -2.576 0.682
O 0.083 -0.815 2.162
C -1.918 -2.263 3.061
H -2.138 -1.463 3.754
H -1.270 -2.999 3.518
H -2.821 -2.724 2.685
H -2.442 -0.760 0.106
H -1.208 0.982 2.005
C -1.678 1.750 0.057
C -2.644 1.640 -1.085
C -3.791 0.931 -1.270
C -4.370 1.134 -2.546
C -3.653 1.989 -3.314
S -2.253 2.567 -2.500
H -3.856 2.316 -4.314
H -5.279 0.657 -2.865
H -4.235 0.284 -0.535
N -0.343 1.545 -0.485
C 0.750 1.910 0.398
C 2.032 1.985 -0.441
N 2.319 0.731 -1.103
C 2.992 -0.281 -0.424
C 3.367 -1.441 -1.114
C 4.087 -2.446 -0.503
C 4.459 -2.298 0.820
C 4.129 -1.160 1.528
C 3.401 -0.163 0.908
H 3.142 0.704 1.492
H 4.428 -1.063 2.559
F 5.167 -3.282 1.428
H 4.366 -3.336 -1.044
H 3.108 -1.559 -2.155
C 1.196 0.376 -1.946
H 1.376 -0.564 -2.461
C -0.078 0.255 -1.101
H -0.919 -0.018 -1.742
H 0.082 -0.541 -0.360
H 1.064 1.171 -2.688
H 2.882 2.291 0.168
H 1.887 2.733 -1.228
H 0.538 2.890 0.834
H 0.885 1.175 1.205
H -1.689 2.797 0.397
*
```


Entry 2:
Density functional theory data (ωB97M-V/def2-TZVPD) for C2ClF6P in the gas phase in a non-equilibrium geometry.

Calculated values
- max |F| (eV Å⁻¹) = 3.6
- energy (eV) = -40190.2929

The geometry in ORCA input format:
```
! RIJCOSX wB97M-V def2-TZVPD def2/J DEFGRID3
* xyz 0 1
C 1.082 -0.917 0.136
C -0.737 1.044 -0.492
F 1.864 -0.558 -0.890
F 1.671 -1.676 1.035
F 0.136 -1.765 -0.396
F -1.441 2.116 -0.158
F -1.654 0.140 -0.936
F 0.126 1.430 -1.392
P 0.192 0.595 1.138
Cl -1.238 -0.409 1.955
*
```